Entry 1:
Below is C5H8O2 as an isolated structure, with properties calculated with ωB97M-V/def2-TZVPD.

Structure (ORCA input):
```
! RIJCOSX wB97M-V def2-TZVPD def2/J DEFGRID3
* xyz 0 1
O -2.791 0.104 -0.641
C -1.824 0.661 -0.184
C -0.410 0.247 -0.397
O -0.052 -1.103 -0.690
C 1.171 -0.951 0.041
C 1.977 0.188 -0.489
C 0.839 0.442 0.478
H -2.254 -1.025 1.040
H -0.457 0.903 -1.323
H -1.854 1.680 0.261
H -1.691 -1.035 1.521
H 1.576 -1.819 0.559
H 1.825 0.483 -1.525
H 2.985 0.320 -0.107
H 0.960 0.903 1.456
*
```

Summary:
Energy relative to the best compared isomer or geometry (same formula, charge and spin) = 4.651 eV
HOMO-LUMO gap = 10.398 eV
F_max = 1.187 eV/Å
DFT total energy = -345.63405 Eh
LUMO = 0.934 eV

---

Entry 2:
Below is C5H8O2 as an isolated structure, with properties calculated with ωB97M-V/def2-TZVPD.

Structure (ORCA input):
```
! RIJCOSX wB97M-V def2-TZVPD def2/J DEFGRID3
* xyz 0 1
O 2.104 -1.274 -0.155
C 1.568 -0.272 0.605
C 1.363 0.988 0.220
C -1.244 0.817 -0.775
C -1.651 0.059 0.484
C -1.042 -1.078 -0.235
O -0.868 -0.389 -1.348
H 2.272 -0.923 -1.040
H 1.354 -0.625 1.609
H 0.957 1.719 0.908
H 1.592 1.333 -0.785
H -1.915 1.408 -1.400
H -1.266 0.321 1.470
H -2.745 -0.008 0.499
H -0.490 -1.987 -0.039
*
```

Summary:
Energy relative to the best compared isomer or geometry (same formula, charge and spin) = 5.518 eV
HOMO-LUMO gap (spin up / spin down) = 8.509 / 8.047 eV
F_max = 0.818 eV/Å
DFT total energy = -345.60219 Eh
LUMO (spin up / spin down) = 0.895 / 0.696 eV